Entry 1:
{
  "formula": "C21H33N5O2",
  "method": "wB97M-V/def2-TZVPD",
  "species": ["C", "C", "N", "C", "C", "C", "N", "C", "O", "C", "C", "C", "O", "N", "C", "C", "N", "C", "C", "C", "C", "C", "N", "C", "C", "C", "C", "C", "H", "H", "H", "H", "H", "H", "H", "H", "H", "H", "H", "H", "H", "H", "H", "H", "H", "H", "H", "H", "H", "H", "H", "H", "H", "H", "H", "H", "H", "H", "H", "H", "H"],
  "xyz": [[2.745350, 3.016032, 1.216642], [2.819713, 1.601980, 1.681883], [2.033145, 1.235003, 2.696951], [2.098701, -0.009139, 3.140491], [1.101355, -0.395825, 4.191168], [-0.141338, -0.954846, 3.477143], [-0.620899, -0.040673, 2.465313], [-0.280752, -0.198080, 1.162812], [0.187521, -1.229467, 0.722318], [-0.585597, 1.012201, 0.299850], [-0.550845, 0.674726, -1.195182], [0.179563, 1.762831, -1.971663], [0.923508, 2.573751, -1.449005], [0.037395, 1.697726, -3.309755], [-0.984153, 0.880147, -3.911994], [-2.196467, 0.922361, -2.970399], [-1.890635, 0.346211, -1.681869], [-2.228328, -1.065343, -1.550739], [-3.615487, -1.329284, -0.924248], [-4.756174, -0.846848, -1.822460], [-3.743402, -2.842335, -0.724588], [-3.717962, -0.629276, 0.429901], [2.908798, -0.961753, 2.690465], [3.657211, -0.618270, 1.659925], [3.645394, 0.656093, 1.096488], [4.581992, 0.735581, -0.065028], [4.892051, -0.744116, -0.365349], [4.623403, -1.506938, 0.943032], [2.167826, 3.607731, 1.921136], [2.265254, 3.053923, 0.238417], [3.745447, 3.433065, 1.116133], [0.831505, 0.486178, 4.772820], [1.520418, -1.162451, 4.840176], [0.120240, -1.881949, 2.962674], [-0.940446, -1.146522, 4.198993], [-0.827371, 0.895474, 2.780299], [-1.555385, 1.430909, 0.563509], [0.183457, 1.762359, 0.503589], [0.118564, -0.199573, -1.305282], [0.520618, 2.393206, -3.857837], [-0.634590, -0.155129, -4.016867], [-1.232311, 1.268386, -4.900778], [-2.477413, 1.973807, -2.827711], [-3.037326, 0.394966, -3.415386], [-1.491218, -1.536588, -0.899337], [-2.181309, -1.574426, -2.525161], [-4.686661, -1.290928, -2.813980], [-4.741471, 0.235654, -1.914472], [-5.713011, -1.136021, -1.392065], [-2.952364, -3.208614, -0.074638], [-3.673950, -3.364173, -1.676986], [-4.701346, -3.086029, -0.270881], [-3.641865, 0.446051, 0.297229], [-4.672909, -0.854431, 0.899920], [-2.920082, -0.958413, 1.090180], [5.486216, 1.281266, 0.221015], [4.134002, 1.250347, -0.915313], [4.208759, -1.104145, -1.135677], [5.911106, -0.885695, -0.722325], [5.530873, -1.608256, 1.543920], [4.213681, -2.502426, 0.782585]],
  "forces_ev_per_a": [[0.0, 0.0, -0.1], [0.2, -0.2, -0.1], [-0.2, 0.5, 0.1], [0.1, -0.1, 0.3], [-0.1, -0.1, -0.2], [0.1, -0.2, 0.2], [-0.2, 0.0, 0.3], [-0.5, 0.4, 0.0], [0.3, -0.3, -0.1], [0.4, -0.1, -0.3], [0.1, 0.0, 0.7], [0.1, 0.0, -0.1], [0.1, 0.1, 0.2], [0.1, 0.2, -0.3], [-0.5, -0.3, 0.2], [0.1, 0.1, -0.4], [0.0, -0.1, -0.1], [-0.3, -0.1, 0.2], [0.0, -0.1, 0.0], [0.2, -0.1, 0.2], [0.1, 0.3, -0.1], [0.0, -0.1, -0.3], [0.0, -0.4, 0.1], [-0.1, 0.5, -0.2], [-0.2, -0.2, 0.2], [0.0, 0.2, -0.1], [0.1, 0.0, 0.0], [0.1, -0.1, 0.0], [0.0, 0.0, 0.0], [0.0, 0.1, 0.0], [0.1, 0.1, 0.0], [0.0, 0.0, 0.0], [0.0, 0.0, 0.1], [-0.1, 0.1, 0.1], [0.1, -0.1, -0.1], [0.0, 0.0, -0.2], [0.0, 0.0, 0.0], [0.0, 0.0, 0.1], [-0.1, 0.1, 0.0], [0.0, 0.0, 0.2], [-0.1, 0.1, -0.1], [0.0, 0.0, 0.1], [-0.1, -0.1, -0.2], [0.0, 0.0, 0.0], [0.0, 0.0, -0.1], [0.0, 0.0, 0.0], [0.0, 0.0, -0.2], [0.0, 0.2, -0.1], [-0.1, 0.0, 0.0], [0.1, -0.1, 0.1], [0.0, -0.1, -0.1], [-0.1, -0.1, 0.0], [0.0, 0.1, 0.0], [-0.1, 0.0, 0.1], [0.1, 0.0, 0.2], [0.0, 0.0, -0.1], [0.1, 0.0, 0.0], [0.0, 0.0, 0.0], [0.0, 0.0, -0.1], [0.0, 0.0, 0.0], [0.0, 0.0, 0.1]],
  "mulliken_charge": [-1.363, 0.433, -0.508, 0.576, -1.027, -0.828, 0.034, 0.469, -0.671, -1.156, 0.116, -0.434, -0.699, -0.034, -0.784, -0.805, 0.535, -1.814, 2.602, -2.074, -1.915, -1.756, -0.716, 0.789, 0.510, -0.854, -0.626, -0.599, 0.378, 0.189, 0.510, 0.366, 0.405, 0.343, 0.383, 0.295, 0.395, 0.531, 0.479, 0.304, 0.239, 0.519, 0.307, 0.481, 0.608, 0.522, 0.389, 0.405, 0.477, 0.404, 0.428, 0.427, 0.265, 0.536, 0.267, 0.323, 0.231, 0.270, 0.355, 0.271, 0.298],
  "charge": 0,
  "smiles": "Cc1nc(CCNC(=O)C[C@@H]2C(=O)NCCN2CC(C)(C)C)nc2c1CCC2",
  "lumo_energy_ev": 0.7,
  "de_lowest_kcal_mol": 0.0,
  "total_energy_ha": -1244.3439,
  "spin_multiplicity": 1,
  "e_homo_ev": -8.45
}

Entry 2:
{
  "formula": "C4H9NO",
  "method": "wB97M-V/def2-TZVPD",
  "species": ["C", "C", "C", "C", "O", "N", "H", "H", "H", "H", "H", "H", "H", "H", "H"],
  "xyz": [[-1.003291, 0.104031, 1.400863], [0.437425, 0.166635, 0.045424], [1.498085, -0.781499, 0.545610], [-0.107652, -0.198051, -1.293422], [0.533534, -0.843448, -2.113057], [-1.404877, 0.192781, -1.546149], [-1.470923, -0.787509, 1.037016], [-1.754262, 0.921740, 1.481298], [-0.526937, -0.005385, 2.381212], [-0.019273, 0.968279, 0.671737], [2.270492, -0.934751, -0.218794], [1.985843, -0.415225, 1.450102], [1.061364, -1.773517, 0.737472], [-1.717279, 1.034461, -1.085650], [-1.671879, 0.107487, -2.516125]],
  "forces_ev_per_a": [[0.0, -0.9, -0.2], [-1.5, -0.7, 1.3], [0.0, 0.1, 0.2], [-0.1, 0.1, 0.3], [-0.2, 0.3, 0.6], [0.0, 0.2, -0.2], [-0.4, -0.5, 0.2], [0.8, -0.3, -0.6], [0.1, -0.2, -0.5], [1.7, 1.5, -1.2], [-0.3, 0.2, 0.1], [-0.1, -0.1, 0.0], [0.2, 0.2, 0.1], [-0.1, -0.1, 0.0], [0.0, 0.1, 0.0]],
  "mulliken_charge": [-1.254, 0.111, -1.294, 0.477, -0.620, -0.430, 0.467, 0.381, 0.333, 0.377, 0.346, 0.360, 0.279, 0.206, 0.262],
  "charge": 0,
  "lumo_energy_ev": 0.7,
  "de_lowest_kcal_mol": 75.8,
  "total_energy_ha": -287.7116,
  "spin_multiplicity": 1,
  "e_homo_ev": -8.74
}